[1]
{
  "formula": "C20H16NO8ReS2",
  "method": "the ωB97M-V functional and the def2-TZVPD basis",
  "e_lumo_ev": [-4.58, -4.24],
  "mol_weight_da": 648.7,
  "de_lowest_kcal_mol": 0.0,
  "total_energy_ha": -2302.906513,
  "charge": 1,
  "gap_ev": [7.5, 7.5],
  "multiplicity": 2,
  "symbols": ["Re", "O", "C", "O", "C", "C", "C", "C", "C", "N", "C", "O", "O", "H", "H", "H", "O", "S", "C", "C", "C", "C", "C", "C", "C", "C", "C", "C", "C", "C", "H", "H", "H", "H", "H", "H", "H", "H", "H", "H", "C", "S", "O", "O", "O", "H", "H", "H"],
  "coordinates": [[0.43035, 0.38763, 0.18591], [-0.65699, 0.78631, 4.02141], [-0.10865, 0.50403, 3.00619], [-0.63597, 0.70030, 1.76861], [1.25786, -0.12849, 2.91487], [2.09719, -0.50723, 3.94474], [3.32602, -1.06932, 3.61384], [3.69085, -1.24730, 2.28151], [2.80033, -0.84304, 1.30793], [1.63685, -0.30106, 1.65418], [2.96574, -0.90059, -0.18811], [3.92008, -1.31707, -0.75793], [1.85518, -0.41265, -0.81926], [1.78724, -0.36090, 4.96991], [4.00511, -1.37145, 4.39915], [4.63739, -1.68448, 1.99642], [-0.38495, -1.50831, 0.27404], [-1.28708, -2.31401, -0.70290], [-0.41283, -2.44084, -2.23020], [0.12952, -3.68848, -2.50949], [0.88612, -3.85083, -3.66138], [1.09776, -2.76988, -4.50254], [0.55026, -1.52362, -4.21060], [-0.21380, -1.35036, -3.07230], [-2.63522, -1.23226, -1.12996], [-3.21436, -1.31544, -2.39141], [-4.32667, -0.53653, -2.66506], [-4.84411, 0.30985, -1.69250], [-4.26407, 0.36835, -0.43431], [-3.16067, -0.41801, -0.13745], [-0.03846, -4.51965, -1.83607], [1.30957, -4.81728, -3.89665], [1.69216, -2.89605, -5.39758], [0.71862, -0.68963, -4.87829], [-0.66420, -0.39133, -2.85032], [-2.80593, -1.96788, -3.15138], [-4.78727, -0.58825, -3.64214], [-5.70797, 0.92089, -1.91677], [-4.67030, 1.02132, 0.32603], [-2.72113, -0.38577, 0.84939], [0.67914, 3.74213, -2.05695], [-0.06833, 2.88939, -0.72357], [-0.64769, 1.58895, -1.23983], [-0.97216, 3.73231, -0.03360], [1.05840, 2.32642, 0.16036], [-0.10751, 3.95825, -2.77792], [1.45527, 3.11794, -2.49256], [1.08636, 4.66725, -1.65456]],
  "lowdin_charge": [1.68, 0.19, -0.46, -0.18, -0.13, 0.06, 0.01, 0.06, -0.13, -0.01, -0.46, 0.18, -0.18, 0.14, 0.13, 0.14, -0.62, 1.16, -0.41, -0.07, -0.05, -0.04, -0.04, -0.09, -0.39, -0.07, -0.05, -0.05, -0.04, -0.08, 0.12, 0.12, 0.12, 0.12, 0.10, 0.12, 0.12, 0.12, 0.12, 0.10, -0.10, 0.54, -0.42, -0.22, -0.41, 0.09, 0.08, 0.09]
}

---

[2]
{
  "formula": "C20H17Br2N2O5",
  "method": "the ωB97M-V functional and the def2-TZVPD basis",
  "e_lumo_ev": 2.38,
  "mol_weight_da": 525.2,
  "de_lowest_kcal_mol": 38.4,
  "total_energy_ha": -6406.107828,
  "charge": -1,
  "gap_ev": 5.8,
  "multiplicity": 1,
  "symbols": ["C", "O", "C", "C", "C", "C", "C", "C", "C", "C", "Br", "C", "O", "C", "Br", "C", "C", "C", "H", "H", "H", "H", "H", "H", "H", "H", "H", "H", "C", "N", "C", "O", "C", "C", "O", "N", "C", "C", "O", "H", "H", "H", "H", "H", "H", "H"],
  "coordinates": [[-1.69618, 3.46987, 5.26442], [-0.96569, 3.69402, 4.04193], [-0.93176, 2.67088, 3.12335], [-1.65089, 1.43409, 3.12777], [-1.44754, 0.50210, 2.09602], [-0.40251, 0.66477, 1.14654], [-0.07680, -0.30978, -0.04092], [-0.28621, -1.78021, 0.44433], [-0.81592, -2.74507, -0.43603], [-1.01654, -4.03246, -0.02069], [-1.23974, -5.46387, -1.25428], [-0.93917, -4.41066, 1.40573], [-1.10627, -5.56444, 1.83680], [-0.50128, -3.30616, 2.31074], [-0.33013, -3.69543, 4.15708], [-0.12303, -2.10294, 1.81317], [0.25972, 1.87936, 1.17974], [-0.01593, 2.89222, 2.06879], [-1.47800, 4.35971, 5.85219], [-2.78838, 3.40897, 5.07461], [-1.34921, 2.56485, 5.81073], [-2.33175, 1.23943, 3.96707], [-2.11272, -0.35936, 2.12700], [-0.76578, -0.08114, -0.82993], [-1.17212, -2.53285, -1.42797], [0.18239, -1.33558, 2.51893], [1.03389, 2.03787, 0.43745], [0.55836, 3.82979, 1.98354], [1.46316, -2.18588, -4.25784], [1.08737, -1.01024, -3.49340], [1.12806, -1.20725, -2.11991], [1.31306, -2.36058, -1.73245], [1.03235, -0.05069, -1.10698], [1.03009, 1.26603, -1.87484], [1.26384, 2.35447, -1.34363], [0.90135, 1.34325, -3.26393], [1.20080, 2.69968, -3.76315], [1.18742, 0.25696, -4.13562], [1.44724, 0.39996, -5.32713], [1.48990, -1.92488, -5.30214], [2.43860, -2.52482, -3.91204], [0.74727, -2.97661, -4.06160], [1.94737, -0.07424, -0.49272], [1.24765, 2.66013, -4.85101], [0.42661, 3.38417, -3.40844], [2.15703, 3.02257, -3.33128]],
  "lowdin_charge": [-0.08, -0.11, -0.27, -0.01, -0.03, -0.15, -0.13, -0.20, -0.15, -0.61, 0.67, -0.54, -0.13, -0.62, 0.68, -0.15, -0.05, -0.01, 0.08, 0.09, 0.10, 0.10, 0.12, 0.13, 0.10, 0.10, 0.08, 0.12, -0.01, 0.02, -0.34, 0.08, -0.07, -0.32, 0.04, 0.03, -0.01, -0.37, 0.08, 0.08, 0.10, 0.10, 0.18, 0.09, 0.10, 0.10]
}